Entry 1:
Formula: C45H62F5NO37
Source: OMol25
Level of theory: ωB97M-V with the def2-TZVPD basis set

```
150
Properties=species:S:1:pos:R:3:forces:R:3
C 4.10379 1.20850 1.87668 0.03 0.71 0.00
C 4.21571 2.23372 0.70023 -0.40 -0.98 1.35
C 4.12878 1.42855 -0.58553 -0.47 -0.47 0.02
C 3.88174 2.23291 -1.83969 -0.69 0.18 0.74
C 2.61005 3.10755 -1.67898 1.16 -0.02 0.42
C 2.56351 3.91364 -0.33029 0.49 0.54 -0.57
N 3.05268 3.13218 0.81828 -1.00 -0.98 -0.56
O 3.04652 3.86410 2.03666 -0.02 -0.38 -0.70
C 3.39365 5.20715 -0.59744 -0.77 0.35 1.00
C 1.11314 4.29082 -0.06114 -0.38 1.12 0.16
C 5.50652 3.00338 0.79335 0.32 0.11 -0.39
H 3.07564 0.99160 2.16642 -0.16 0.05 -0.42
H 4.53213 1.65131 2.77589 0.32 -0.26 0.05
H 4.58003 0.26482 1.61071 0.27 0.11 0.16
H 5.02238 0.82296 -0.73662 0.30 0.15 0.31
H 3.35884 0.67291 -0.42960 -0.43 0.02 -0.14
H 3.71233 1.50390 -2.63212 0.32 0.34 -0.37
H 4.79288 2.81446 -1.98017 -0.17 0.20 -0.63
H 1.75044 2.46059 -1.85395 -0.23 0.03 0.37
H 2.60133 3.88082 -2.44715 -0.22 -0.13 -0.17
H 4.44737 5.02341 -0.80718 -0.35 0.12 -0.67
H 2.82443 5.84199 -1.27646 0.54 -0.33 -0.83
H 3.39618 5.89238 0.25023 0.06 -0.28 0.69
H 0.42617 3.44525 -0.09559 0.06 0.06 0.04
H 0.98194 4.85727 0.86083 0.28 -0.56 0.65
H 0.74614 5.07835 -0.71931 0.13 -0.39 -0.85
H 6.39617 2.37359 0.79361 -0.12 -0.18 -0.06
H 5.54947 3.57551 1.72013 0.07 0.27 -0.13
H 5.52394 3.62732 -0.10023 0.57 0.30 0.34
H 3.80328 4.45158 1.97508 0.31 0.46 0.12
C -2.99194 -4.55328 1.55985 0.77 0.57 0.94
C -2.84088 -3.48463 0.49463 2.66 -0.85 0.95
O -4.10791 -3.34610 0.01895 -2.89 1.47 -2.60
C -5.04299 -3.85799 0.83920 -2.62 -1.47 -0.87
O -6.28182 -3.90889 0.68663 4.39 0.99 0.45
O -4.35546 -4.47659 1.77512 -2.88 -1.11 2.24
H -2.55292 -4.21556 2.49864 0.49 -0.36 -0.11
H -2.73461 -5.59013 1.34343 0.21 0.17 -0.33
H -2.14048 -3.85041 -0.25620 -0.11 0.58 -0.30
H -2.50878 -2.56517 0.97671 0.20 0.13 -0.34
C -4.82415 -0.34308 4.48276 -0.87 -0.70 0.89
C -4.55341 -1.11658 3.24870 -0.86 0.71 -1.97
O -3.20957 -1.50675 3.34134 -0.19 -0.60 -2.76
C -2.78378 -1.29118 4.53241 5.82 -2.27 2.95
O -1.61822 -1.66750 4.88757 -4.74 1.93 -0.93
O -3.74135 -0.77181 5.27756 0.95 0.71 1.99
H -5.70419 -0.85887 4.86697 -0.27 1.02 0.64
H -4.89787 0.74421 4.46145 0.07 -0.17 -0.20
H -4.64597 -0.48478 2.36532 -0.27 -0.34 -0.21
H -5.22951 -1.97123 3.27257 0.35 -0.27 -0.66
C -0.59724 0.86432 -0.24785 -1.53 -0.08 -1.86
C 0.31456 0.92850 0.89796 -0.85 1.77 1.42
O 0.89695 -0.30958 0.94490 1.65 -2.78 -0.39
C 0.25040 -1.18790 0.14321 -0.55 -2.23 0.59
O 0.46205 -2.39327 0.04113 0.12 2.65 0.30
O -0.80835 -0.58803 -0.42137 0.47 1.22 -0.28
H -0.22056 1.30781 -1.16954 0.24 -0.40 -0.22
H -1.56353 1.33666 -0.07100 -0.02 -0.21 0.14
H -0.33171 1.05779 1.76613 0.28 0.01 0.56
H 1.06345 1.72044 0.88722 0.12 -0.15 -0.15
C 2.79350 -1.77323 3.53714 0.09 3.29 -0.93
C 1.79306 -2.84636 3.72600 0.46 -1.29 -0.32
O 2.65491 -3.96343 4.07546 1.11 -0.18 0.35
C 3.95227 -3.53325 4.32260 0.08 -0.51 0.57
O 4.85425 -4.23229 4.74311 -1.97 1.58 -1.10
O 4.00406 -2.19242 4.04889 1.78 -2.21 1.36
H 2.58095 -0.80350 3.98719 -0.46 -0.23 0.42
H 3.01312 -1.47885 2.51088 -0.50 -0.51 -0.47
H 1.39619 -3.07701 2.73737 -0.70 -0.09 0.32
H 1.05985 -2.72102 4.52274 -0.02 0.19 -0.26
C -2.53398 -4.65169 -3.80134 -0.40 -1.20 0.25
C -2.51248 -3.14662 -3.88008 -1.20 0.13 -1.03
O -1.14369 -2.84352 -4.08604 0.47 0.92 -0.15
C -0.45486 -3.93932 -4.40474 2.98 -1.37 -0.06
O 0.74621 -3.99121 -4.72109 -3.72 0.58 0.80
O -1.24521 -5.02758 -4.25004 1.50 0.27 0.15
H -3.13715 -5.28293 -4.45389 -0.84 0.92 -0.11
H -2.79707 -4.96079 -2.78973 0.74 -0.36 0.22
H -2.92408 -2.62580 -3.01554 0.44 -0.14 0.11
H -3.09501 -2.84161 -4.74941 0.15 0.41 -0.12
C -5.92171 -0.47954 -0.46347 0.10 -2.51 -0.95
C -4.62258 -0.56012 -1.22675 0.48 -0.85 -0.46
O -4.51324 0.74198 -1.77111 0.65 0.42 -0.18
C -5.27941 1.55960 -1.06740 -0.53 1.35 0.57
O -5.32170 2.75427 -1.19532 0.06 -0.91 0.23
O -6.01728 0.84211 -0.16883 -0.10 2.96 0.42
H -5.89769 -1.08999 0.43925 -0.33 0.03 -0.17
H -6.71598 -0.76135 -1.15471 -0.43 -0.27 0.38
H -4.61420 -1.20009 -2.10906 -0.12 -0.41 0.45
H -3.80146 -0.80784 -0.55407 0.34 0.28 -0.22
C 2.20818 -6.08278 1.43680 0.95 -0.39 0.95
C 2.31287 -7.61904 1.69335 1.29 1.29 1.58
O 1.79425 -8.13382 0.55846 -0.97 -2.39 -2.16
C 1.43651 -7.22178 -0.30550 -3.15 -0.39 -4.20
O 0.92701 -7.45440 -1.41366 1.71 0.56 2.91
O 1.51584 -6.00340 0.20946 -0.08 0.59 -0.03
H 3.19699 -5.66172 1.25492 -0.04 0.20 0.42
H 1.67949 -5.58154 2.24758 0.07 0.19 -0.31
H 1.74347 -7.97424 2.55225 0.13 0.11 0.08
H 3.33785 -7.98968 1.70445 0.13 0.33 0.74
C -2.63706 5.29034 0.88456 1.47 -2.36 3.34
C -3.70683 5.44586 1.96228 0.18 0.81 -1.20
O -4.30458 4.20227 2.22559 1.12 -0.04 0.86
C -3.57287 3.23012 1.64754 0.08 0.26 -1.18
O -3.73460 2.05262 1.83319 0.67 1.41 -0.51
O -2.67526 3.83595 0.77132 -0.47 -1.49 -0.79
F -4.63297 6.15332 1.34166 -2.37 1.82 -0.30
H -1.68283 5.38042 1.40362 0.31 0.72 -0.38
H -2.66405 5.97768 0.03902 -0.60 -0.87 -0.34
H -3.35919 6.00149 2.83321 -0.29 -0.46 0.40
C 1.01834 2.88406 4.13181 1.88 -2.06 -0.29
C -0.31527 2.93475 4.77029 4.00 1.26 1.74
O -0.34364 1.79567 5.59401 -2.85 2.51 1.69
C 0.62512 0.97779 5.35028 2.80 -2.65 -1.72
O 0.82904 -0.08814 5.85641 -0.28 1.22 -0.15
O 1.38703 1.46038 4.29640 -0.44 0.89 0.35
F -1.17620 2.85827 3.84578 -4.67 -1.00 -3.55
H 1.80928 3.45130 4.62248 -0.21 0.22 -0.17
H 0.89754 3.12747 3.07623 0.50 -0.02 0.08
H -0.36723 3.96854 5.11186 -0.69 -0.39 1.93
C -2.37341 4.33458 -2.64323 -2.46 -0.20 0.51
C -2.34404 4.47864 -4.14826 0.16 -3.79 0.50
O -1.01693 4.78870 -4.35366 0.77 -0.13 -0.79
C -0.61276 5.49328 -3.29347 4.02 2.29 -0.20
O 0.42887 6.16992 -3.32864 -3.41 -2.02 0.87
O -1.46587 5.32242 -2.26448 1.48 1.07 0.44
F -3.05493 5.46089 -4.61324 -1.97 2.80 -0.50
H -2.17692 3.38905 -2.13781 0.62 -0.32 -0.80
H -3.37177 4.55264 -2.26397 -0.08 0.50 -0.04
H -2.69724 3.60222 -4.69163 0.77 -0.32 0.13
C 3.21201 -3.66910 -2.00030 -0.61 -0.24 -1.25
C 3.83885 -2.59450 -2.86871 0.39 -0.27 0.21
O 5.17929 -2.96353 -2.94397 0.29 2.14 -1.48
C 5.43071 -4.01888 -2.24985 3.33 -3.48 1.71
O 6.54251 -4.50875 -2.09606 -2.38 1.08 -0.35
O 4.31090 -4.55340 -1.74304 -0.81 0.15 0.59
F 3.78548 -1.40252 -2.22465 -0.26 0.84 -0.19
H 2.45130 -4.13601 -2.62593 0.02 -0.60 0.32
H 2.71702 -3.26046 -1.11932 0.42 -0.12 0.21
H 3.52476 -2.53051 -3.91052 -0.60 0.41 0.26
C 0.30555 -0.03933 -6.52348 -0.89 -1.09 -2.22
C 1.12738 0.13064 -5.31493 -1.71 -1.75 -1.77
O 0.11984 0.27213 -4.40035 -1.27 -0.26 4.01
C -1.02248 0.82079 -4.89726 -1.15 2.22 -0.66
O -1.95517 1.37494 -4.26066 4.06 -2.88 -2.79
O -0.82529 0.77398 -6.30451 -1.74 1.51 2.46
F 1.67833 1.29995 -5.46034 2.41 2.97 0.29
H -0.21196 -0.98523 -6.68336 1.23 -0.71 -0.06
H 0.90977 0.29155 -7.36819 -0.56 0.01 -0.29
H 1.88308 -0.65137 -5.24093 -0.33 -0.11 1.20
```
Positions in Å, forces in eV/Å.

Values from the calculation:
F_max: 0.134 Eh/bohr
Gap between HOMO and LUMO: 8.86 eV
M: 1303.95 g/mol
E: -5089.81463 Eh
HOMO: -9.05 eV


Entry 2:
Formula: C45H63BBaN6O2S3
Source: OMol25
Level of theory: ωB97M-V with the def2-TZVPD basis set

```
121
Properties=species:S:1:pos:R:3:forces:R:3
Ba -0.30950 0.19466 -0.07061 -0.21 -1.70 -2.53
C 1.89390 -0.82016 -3.10407 0.04 -0.03 0.23
C 2.01940 0.58361 -3.23923 -0.04 0.01 0.42
C 0.68829 1.12820 -3.23004 0.02 0.04 -0.19
C -0.18532 0.01902 -3.06169 -0.33 0.12 -0.89
C 0.54128 -1.17627 -3.02045 -0.11 -0.22 0.13
C -0.04280 -2.57547 -3.12293 -0.03 0.08 0.06
C -1.53963 -2.58177 -2.81478 -0.10 0.02 -0.01
C 0.65355 -3.52672 -2.15882 0.04 -0.15 0.07
C 0.16926 -3.10663 -4.54584 -0.04 -0.01 -0.14
C 0.10718 2.44451 -3.78973 0.09 -0.13 0.07
C 0.21664 2.42144 -5.32468 -0.03 -0.09 -0.05
C -1.38509 2.55913 -3.44207 -0.07 0.06 0.04
C 0.74496 3.74320 -3.29339 0.02 0.10 0.04
C 3.40206 1.24605 -3.17938 -0.15 0.04 -0.05
C 3.74144 2.05274 -4.43945 0.08 0.00 -0.05
C 3.51955 2.12981 -1.92746 -0.02 -0.03 0.07
C 4.50442 0.18756 -3.03983 0.05 -0.08 -0.06
H 2.72043 -1.51891 -3.06430 -0.07 0.04 0.05
H -1.24905 0.04513 -3.27529 0.06 0.06 0.25
H -1.75373 -2.19052 -1.81433 0.02 -0.01 0.00
H -1.93541 -3.60149 -2.85788 0.03 0.03 0.00
H -2.09620 -1.97734 -3.53344 0.00 -0.02 0.01
H 0.51569 -3.22067 -1.11951 -0.01 0.00 -0.01
H 1.72490 -3.51801 -2.35768 0.06 -0.02 0.02
H 0.28350 -4.55633 -2.27051 0.03 0.09 -0.01
H -0.26650 -2.41887 -5.27416 0.01 -0.04 0.01
H -0.29197 -4.09346 -4.67789 0.03 0.05 0.02
H 1.23713 -3.18869 -4.76664 -0.04 0.02 0.00
H -0.27038 1.52433 -5.71460 0.02 0.03 -0.01
H 1.25783 2.39888 -5.64873 -0.04 0.00 0.02
H -0.26469 3.30195 -5.76904 0.03 -0.05 0.05
H -1.98627 1.79672 -3.94111 0.05 0.04 0.01
H -1.76307 3.53378 -3.76585 0.00 -0.03 0.01
H -1.55285 2.47807 -2.36323 0.03 0.01 -0.03
H 1.80240 3.82500 -3.53029 0.00 -0.03 -0.01
H 0.62957 3.84819 -2.21656 -0.02 -0.02 0.02
H 0.24227 4.59745 -3.76023 0.03 -0.04 0.01
H 3.08716 2.90681 -4.59352 -0.02 -0.02 0.02
H 3.65976 1.41201 -5.32064 0.01 0.01 0.02
H 4.76905 2.42960 -4.38655 -0.03 0.00 0.00
H 2.84179 2.98170 -1.95380 -0.04 -0.01 0.00
H 4.54236 2.50401 -1.79586 -0.04 0.01 -0.03
H 3.26317 1.51522 -1.05768 0.05 0.01 -0.02
H 4.51975 -0.48671 -3.89997 0.00 0.04 0.04
H 4.37247 -0.41468 -2.13755 0.00 0.04 -0.02
H 5.47879 0.68193 -2.98229 -0.02 -0.01 -0.01
O 0.16208 2.43660 0.17399 0.91 3.12 0.47
S 0.94518 3.73992 0.35197 -0.38 -0.75 -0.17
C 2.39403 3.27841 1.31856 0.12 -0.05 0.14
C 2.12654 2.88603 2.76838 0.03 -0.10 -0.13
C 3.26985 2.07475 3.38701 0.02 -0.01 0.00
C 3.51893 0.67844 2.81755 0.05 0.19 -0.08
S 2.12569 -0.46085 2.79519 -0.49 0.24 -0.56
O 1.10503 0.18626 1.85668 1.59 -0.49 1.73
C 1.52718 -0.20291 4.44669 -0.17 -0.03 0.07
C 2.32376 -0.57921 5.52376 -0.02 0.01 0.01
C 1.82824 -0.42440 6.80716 -0.04 0.01 0.01
C 0.54449 0.07863 7.00383 0.04 0.00 -0.02
C -0.24563 0.41943 5.91702 0.00 0.00 -0.08
C 0.24141 0.27612 4.62034 0.03 0.03 0.22
C 0.08592 4.66523 1.59665 -0.20 0.05 0.04
C -1.03568 4.11474 2.19115 -0.05 0.10 0.10
C -1.68201 4.84124 3.18641 0.01 -0.02 -0.03
C -1.20938 6.09098 3.56093 0.03 -0.02 -0.04
C -0.09241 6.63647 2.93405 -0.03 -0.01 0.03
C 0.55935 5.92694 1.93884 -0.03 -0.02 0.02
H 3.08351 4.12327 1.23313 0.02 -0.03 0.02
H 2.79990 2.46069 0.72034 0.04 0.02 0.06
H 1.19821 2.31907 2.82974 0.00 0.00 -0.04
H 1.98466 3.78907 3.36307 0.02 0.02 0.02
H 3.07001 1.97929 4.45519 0.03 0.00 0.03
H 4.21025 2.62728 3.29550 0.00 0.03 0.01
H 4.29877 0.15774 3.37933 0.02 0.06 -0.02
H 3.83532 0.68545 1.76976 0.02 0.03 0.05
H 3.31447 -0.99354 5.36813 -0.05 0.01 -0.01
H 2.43868 -0.70654 7.65537 -0.01 0.01 -0.01
H 0.15982 0.19138 8.00976 0.01 -0.01 -0.03
H -1.25217 0.79019 6.06607 0.02 -0.01 0.00
H -0.36927 0.52265 3.76144 0.03 -0.02 0.01
H -1.39534 3.13942 1.88468 0.04 0.04 0.01
H -2.55778 4.42144 3.66551 0.02 0.01 -0.02
H -1.71669 6.65032 4.33688 0.01 -0.01 -0.02
H 0.26473 7.61855 3.21666 -0.01 -0.02 0.00
H 1.42397 6.35117 1.43820 -0.04 -0.03 0.01
B -2.76532 0.37834 2.39558 -0.09 -0.22 -0.19
N -3.56472 0.78921 1.11885 0.15 -0.05 0.01
C -4.88661 0.98006 0.97192 0.15 0.02 0.02
C -5.15588 1.17759 -0.36860 0.06 -0.02 -0.06
C -3.90135 1.07658 -0.98428 0.00 -0.01 0.02
N -2.94520 0.84054 -0.08824 -0.71 0.17 0.24
N -2.42435 -1.15351 2.28510 0.12 0.10 -0.02
C -3.03151 -2.19875 2.87331 0.08 0.13 -0.02
C -2.45033 -3.36623 2.41445 0.05 0.02 -0.05
C -1.46840 -2.92647 1.51649 -0.08 0.06 0.09
N -1.46005 -1.59642 1.43756 -0.64 -0.70 0.78
H -3.46095 0.55332 3.37570 0.12 0.00 -0.12
H -1.71916 1.02525 2.42751 -0.24 -0.19 -0.10
H -5.53777 0.96418 1.83206 0.03 0.00 -0.04
H -6.11100 1.36368 -0.83015 0.04 0.00 0.01
H -3.64475 1.16724 -2.03006 -0.03 0.01 0.04
H -3.83034 -2.03579 3.58007 0.04 -0.01 -0.03
H -2.70009 -4.37858 2.68673 0.03 0.06 0.00
H -0.75899 -3.50726 0.94222 -0.04 0.02 0.04
C 3.69328 -6.68104 -2.62237 -0.05 0.04 -0.01
C 3.02283 -6.35622 -1.32745 0.06 -0.12 -0.15
C 2.26694 -7.21390 -0.59646 -0.02 -0.11 -0.03
C 1.69328 -6.71910 0.59913 -0.11 -0.02 0.16
N 1.86523 -5.49512 1.04040 0.18 0.30 -0.21
C 2.62359 -4.61991 0.30873 -0.26 -0.13 0.30
S 2.90234 -3.02858 0.72163 -0.02 -0.30 0.00
N 3.17353 -5.10547 -0.85458 0.24 0.30 -0.08
C 0.81177 -7.61408 1.41763 0.00 0.02 -0.01
H 3.62656 -7.74604 -2.83032 -0.01 0.02 0.00
H 4.74480 -6.39143 -2.59634 -0.01 -0.01 0.01
H 3.21382 -6.13372 -3.43775 0.01 -0.01 0.03
H 2.11142 -8.23167 -0.92368 -0.01 0.03 0.04
H 3.70107 -4.42191 -1.38084 0.03 0.00 -0.02
H 1.14527 -8.65068 1.37831 0.01 0.01 0.00
H -0.20403 -7.57587 1.01659 0.01 0.00 0.00
H 0.78301 -7.26602 2.44645 0.00 0.01 0.01
```
Positions in Å, forces in eV/Å.

Values from the calculation:
F_max: 0.064 Eh/bohr
Gap between HOMO and LUMO: 5.98 eV
M: 964.38 g/mol
E: -3476.53334 Eh
Energy above the lowest of the compared OMol25 structures with the same formula, charge and spin: 139.27 kJ/mol
HOMO: -5.80 eV